1.
{
  "formula": "C5H12N2",
  "method": "ωB97M-V/def2-TZVPD",
  "elements": ["C", "C", "C", "C", "N", "C", "N", "H", "H", "H", "H", "H", "H", "H", "H", "H", "H", "H", "H"],
  "positions_angstrom": [[1.728, 0.050, -1.165], [0.789, 0.845, -0.197], [-0.215, -0.006, 0.596], [-1.541, -0.100, 0.439], [-2.449, -0.846, 1.373], [-3.773, -1.049, 1.095], [3.129, 0.477, -0.901], [1.735, -1.035, -1.210], [1.388, 0.387, -2.230], [1.214, 1.486, 0.599], [0.061, 1.633, -0.831], [0.301, -0.495, 1.395], [-2.058, 0.371, -0.479], [-1.971, -0.949, 2.301], [-4.555, -1.582, 1.769], [-4.346, -0.639, 0.255], [3.714, -0.491, -1.046], [3.512, 1.135, -1.810], [3.338, 0.809, 0.049]],
  "mulliken_charge": [-0.4239, -0.8646, -0.5274, 0.0692, -0.0534, -0.0233, -0.4607, 0.4268, 0.2995, 0.4321, 0.3750, 0.3274, 0.2809, 0.3459, 0.2775, 0.2732, 0.4364, 0.4541, 0.3554],
  "orbital_gap_ev": 9.3292,
  "smiles": "C=[NH+]/C=C/CC[NH3+]",
  "charge": 2,
  "e_homo_ev": -17.920,
  "e_above_lowest_ev": 2.385
}

=====

2.
{
  "formula": "C5H12N2O",
  "method": "ωB97M-V/def2-TZVPD",
  "elements": ["O", "C", "N", "C", "C", "C", "C", "N", "H", "H", "H", "H", "H", "H", "H", "H", "H", "H", "H", "H"],
  "positions_angstrom": [[1.242, -2.204, -2.743], [0.662, -1.965, -1.637], [-0.487, 1.461, 1.415], [-1.097, 2.771, 1.574], [0.438, 1.388, 0.340], [1.275, -1.300, -0.571], [-0.827, -2.182, -1.516], [0.663, -1.258, 0.749], [-2.132, 2.799, 1.195], [-0.529, 3.452, 0.965], [-1.079, 3.196, 2.575], [0.065, 1.045, -0.665], [0.962, 2.340, 0.081], [1.271, 0.793, 0.748], [2.330, -1.023, -0.577], [-1.170, -2.770, -2.345], [-1.360, -1.208, -1.491], [-0.990, -2.660, -0.507], [0.714, -2.107, 1.281], [0.047, -0.568, 1.128]],
  "mulliken_charge": [-0.8382, 0.5040, -0.3623, -0.7294, -0.9465, -0.5477, -0.8759, -0.4748, 0.2395, 0.3150, 0.2691, 0.2079, 0.4546, 0.3710, 0.3742, 0.3577, 0.1180, 0.2283, 0.1305, 0.2049],
  "spin_multiplicity": 2,
  "orbital_gap_ev": [5.4008, 4.7991],
  "charge": -1,
  "e_homo_ev": [-1.932, -1.884],
  "e_above_lowest_ev": 2.365
}

=====

3.
{
  "formula": "C5H12N2O",
  "method": "ωB97M-V/def2-TZVPD",
  "elements": ["N", "C", "C", "N", "C", "C", "C", "O", "H", "H", "H", "H", "H", "H", "H", "H", "H", "H", "H", "H"],
  "positions_angstrom": [[3.059, 0.163, 0.109], [1.590, 0.498, 0.014], [0.930, -0.344, -0.827], [-0.509, -0.257, -0.563], [-0.903, -0.426, 0.834], [-2.011, 0.564, 1.278], [-3.138, 0.837, 0.381], [1.297, -1.044, -1.784], [3.642, 0.934, -0.212], [3.348, -0.108, 1.070], [1.240, 1.281, 0.755], [1.332, -1.888, 0.128], [-0.905, -0.843, -1.316], [-0.060, -0.227, 1.527], [-1.182, -1.399, 1.039], [-2.499, 0.142, 2.255], [-1.549, 1.487, 1.551], [-2.913, 1.176, -0.614], [-3.812, -0.035, 0.289], [-3.676, 1.713, 0.901]],
  "mulliken_charge": [-0.4965, 0.0673, -0.2414, -0.1131, -0.6976, -0.3502, -1.1653, -0.6474, 0.2371, 0.2616, 0.3329, 0.2977, 0.2616, 0.4066, 0.4117, 0.2235, 0.2633, 0.3500, 0.2893, 0.3092],
  "orbital_gap_ev": 5.6156,
  "charge": 0,
  "e_homo_ev": -8.264,
  "e_above_lowest_ev": 8.190
}